{
  "formula": "C7H16O3",
  "method": "wB97M-V/def2-TZVPD",
  "symbols": ["C", "C", "C", "C", "C", "O", "C", "C", "H", "H", "H", "H", "H", "H", "H", "H", "H", "H", "H", "H", "O", "H", "H", "O", "H", "H"],
  "xyz": [[-2.32, 0.60, -1.24], [-1.19, 1.19, -0.83], [-0.81, 1.16, 0.58], [-1.20, 0.13, 1.37], [-0.66, -0.34, 2.71], [0.75, -0.68, 2.38], [0.05, 1.37, -1.73], [0.27, 0.08, -2.58], [-2.62, 0.09, -2.16], [-3.08, 0.31, -0.53], [-0.02, 1.79, 1.00], [-2.10, -0.36, 1.05], [-1.17, -1.29, 2.91], [-0.55, 0.25, 3.62], [0.81, -1.43, 1.79], [0.87, 1.51, -1.00], [0.02, 2.25, -2.37], [0.09, -0.76, -1.94], [-0.40, 0.23, -3.44], [1.28, 0.08, -2.94], [1.42, -2.24, -0.54], [2.13, -2.61, 0.00], [0.92, -3.00, -0.86], [2.89, 0.37, 1.40], [2.69, 1.06, 2.06], [1.91, 0.22, 1.29]],
  "lumo_energy_ev": 0.38,
  "smiles": "C=C(/C=C/CO)CC.O.O",
  "homo_energy_ev": -8.64,
  "e_above_lowest_kj_mol": 307.8,
  "total_charge": 0,
  "multiplicity": 1
}

{
  "formula": "C7H16O3S2Si",
  "method": "wB97M-V/def2-TZVPD",
  "symbols": ["C", "C", "C", "C", "C", "C", "C", "O", "O", "O", "Si", "S", "S", "H", "H", "H", "H", "H", "H", "H", "H", "H", "H", "H", "H", "H", "H", "H", "H"],
  "xyz": [[2.61, -0.56, 2.17], [-0.39, -2.14, 0.25], [-1.66, 2.33, 0.34], [1.67, 0.01, -2.79], [-2.59, -0.44, -2.47], [1.31, 0.22, 4.23], [-0.82, -0.86, 0.04], [-0.49, 1.88, -0.32], [1.20, 0.54, -1.64], [-1.31, 0.21, -2.39], [-0.31, 0.50, -1.11], [3.52, -1.19, 0.91], [2.49, -1.13, 3.71], [0.55, -2.47, 0.06], [2.98, -0.18, 0.07], [-1.01, -2.88, 0.79], [-2.00, 3.34, 0.05], [-1.61, 2.26, 1.44], [-2.39, 1.59, 0.01], [1.28, -1.05, -2.66], [2.76, -0.01, -2.82], [1.32, 0.43, -3.71], [-3.25, 0.18, -1.81], [-2.41, -1.44, -2.14], [-2.78, -0.25, -3.51], [1.19, 0.42, 5.27], [0.34, -0.07, 3.79], [1.60, 1.27, 3.79], [-1.81, -0.53, 0.48]],
  "lumo_energy_ev": 0.52,
  "homo_energy_ev": -7.82,
  "total_charge": 0,
  "multiplicity": 1
}

{
  "formula": "C7H16O5S2",
  "method": "wB97M-V/def2-TZVPD",
  "symbols": ["C", "C", "S", "O", "C", "C", "O", "C", "C", "S", "C", "O", "O", "H", "H", "H", "H", "H", "H", "H", "H", "H", "H", "H", "H", "H", "H", "O", "H", "H"],
  "xyz": [[0.24, -2.08, 1.11], [0.80, -0.89, 1.00], [2.02, -0.55, -0.26], [1.62, -1.60, -1.48], [0.65, -1.04, -2.42], [-0.84, -0.95, -1.93], [-1.66, -0.25, -2.82], [-1.66, 1.22, -2.95], [-2.24, 1.77, -1.65], [0.25, 0.57, 1.89], [1.80, 1.32, 2.40], [-0.24, 1.44, 0.85], [-0.46, 0.13, 3.07], [0.44, -2.90, 0.52], [-0.41, -2.33, 1.82], [0.92, -0.11, -2.80], [0.73, -1.74, -3.43], [-1.04, -0.48, -0.99], [-1.27, -1.88, -1.73], [-0.64, 1.77, -2.99], [-2.21, 1.25, -3.80], [-1.54, 2.11, -0.81], [-2.83, 2.64, -2.00], [-2.96, 0.97, -1.19], [1.61, 2.18, 2.97], [2.34, 0.58, 2.85], [2.21, 1.85, 1.61], [1.59, -1.32, 4.27], [0.94, -0.82, 3.81], [1.86, -0.86, 5.07]],
  "lumo_energy_ev": 0.17,
  "smiles": "C=C(SOCCOCC)S(C)(=O)=O.O",
  "homo_energy_ev": -9.17,
  "e_above_lowest_kj_mol": 10.3,
  "total_charge": 0,
  "multiplicity": 1
}

{
  "formula": "C7H16P",
  "method": "wB97M-V/def2-TZVPD",
  "symbols": ["C", "C", "C", "C", "C", "C", "C", "P", "H", "H", "H", "H", "H", "H", "H", "H", "H", "H", "H", "H", "H", "H", "H", "H"],
  "xyz": [[-0.84, 0.70, -0.52], [-1.89, 0.05, -0.03], [-3.22, 0.64, -0.28], [-1.95, -1.21, 0.73], [1.85, -0.86, -1.59], [2.20, 1.59, -0.17], [1.74, -0.67, 1.49], [1.18, 0.10, -0.08], [-0.84, 1.65, -1.01], [-3.85, -0.01, -0.99], [-3.75, 0.65, 0.66], [-3.15, 1.70, -0.81], [-2.41, -1.25, 1.75], [-0.96, -1.53, 1.05], [-2.49, -1.98, 0.00], [2.80, -1.19, -1.22], [1.88, -0.09, -2.29], [1.13, -1.68, -1.71], [3.17, 1.24, -0.10], [2.14, 1.86, 0.93], [1.97, 2.42, -0.88], [0.93, -0.36, 2.30], [2.62, -0.04, 1.53], [1.75, -1.74, 1.22]],
  "lumo_energy_ev": [-3.08, -6.55],
  "homo_energy_ev": [-9.22, -14.84],
  "e_above_lowest_kj_mol": 169.3,
  "total_charge": 1,
  "multiplicity": 3
}

{
  "formula": "C7H17AlBrN2O3",
  "method": "wB97M-V/def2-TZVPD",
  "symbols": ["C", "C", "O", "Al", "O", "C", "C", "Br", "C", "C", "C", "N", "N", "O", "H", "H", "H", "H", "H", "H", "H", "H", "H", "H", "H", "H", "H", "H", "H", "H", "H"],
  "xyz": [[-2.60, -2.69, 2.43], [-3.10, -2.30, 1.05], [-2.72, -1.01, 0.66], [-0.99, -0.65, 0.53], [-0.45, 0.40, -0.85], [0.81, 0.74, -0.32], [1.63, 1.50, -1.37], [3.55, 1.45, -0.98], [1.41, 0.94, -2.77], [1.69, -0.55, -2.92], [0.55, 1.41, 1.05], [-0.13, 2.69, 0.94], [1.77, 1.58, 1.83], [-0.32, 0.53, 1.71], [-2.78, -1.86, 3.11], [-3.14, -3.56, 2.81], [-1.54, -2.94, 2.42], [-4.20, -2.32, 1.07], [-2.79, -3.04, 0.31], [-0.16, -2.02, 0.36], [1.35, -0.18, -0.07], [1.37, 2.56, -1.37], [2.03, 1.51, -3.46], [0.37, 1.16, -3.01], [0.77, -1.13, -2.87], [2.20, -0.75, -3.86], [2.34, -0.91, -2.12], [0.50, 3.42, 0.63], [-0.88, 2.59, 0.27], [1.77, 2.51, 2.22], [1.68, 0.93, 2.59]],
  "lumo_energy_ev": 3.07,
  "homo_energy_ev": -5.22,
  "total_charge": -1,
  "multiplicity": 1
}

{
  "formula": "C7H17BN2",
  "method": "wB97M-V/def2-TZVPD",
  "symbols": ["B", "C", "C", "C", "C", "C", "C", "C", "N", "N", "H", "H", "H", "H", "H", "H", "H", "H", "H", "H", "H", "H", "H", "H", "H", "H", "H"],
  "xyz": [[1.43, -0.89, -0.40], [-0.83, -1.00, 1.28], [0.03, -2.22, 1.23], [-1.47, -0.69, -0.04], [2.57, -0.51, -1.55], [0.24, 1.88, 0.77], [-1.70, 2.14, -0.85], [-0.37, 1.43, -0.64], [1.27, -1.87, 0.58], [-0.49, 0.03, -0.95], [-1.78, -1.32, 1.96], [-0.34, -0.22, 1.88], [0.26, -2.74, 2.16], [-0.32, -2.99, 0.51], [-1.62, -1.65, -0.39], [-2.42, -0.12, 0.19], [2.27, -1.26, -2.24], [3.56, -0.39, -1.35], [2.45, 0.42, -2.09], [0.34, 2.93, 0.76], [-0.39, 1.63, 1.64], [1.20, 1.34, 0.77], [-2.35, 1.92, -0.11], [-2.19, 1.74, -1.78], [-1.65, 3.22, -0.67], [0.34, 1.82, -1.38], [1.93, -2.62, 0.73]],
  "lumo_energy_ev": 0.52,
  "homo_energy_ev": -7.58,
  "e_above_lowest_kj_mol": 220.2,
  "total_charge": 0,
  "multiplicity": 1
}

{
  "formula": "C7H17BiO3",
  "method": "wB97M-V/def2-TZVPD",
  "symbols": ["C", "O", "C", "C", "O", "C", "C", "O", "C", "Bi", "H", "H", "H", "H", "H", "H", "H", "H", "H", "H", "H", "H", "H", "H", "C", "H", "H", "H"],
  "xyz": [[2.75, -1.04, -0.52], [1.41, -0.61, -0.25], [1.18, -0.19, 1.08], [-0.28, 0.07, 1.31], [-0.78, 0.75, 0.15], [-2.20, 0.87, 0.05], [-2.49, 1.43, -1.33], [-1.73, 0.65, -2.27], [-2.15, 0.83, -3.63], [0.06, 0.11, -1.58], [2.80, -1.39, -1.55], [3.44, -0.20, -0.36], [3.00, -1.87, 0.15], [1.85, 0.63, 1.34], [1.85, -0.94, 2.35], [-0.42, 0.69, 2.20], [-0.84, -0.87, 1.44], [-2.58, 1.55, 0.82], [-2.66, -0.12, 0.18], [-2.19, 2.48, -1.41], [-3.56, 1.33, -1.55], [-1.48, 0.22, -4.26], [-3.18, 0.47, -3.75], [-2.07, 1.88, -3.91], [2.46, -1.58, 3.61], [3.09, -0.83, 4.11], [3.06, -2.44, 3.31], [1.66, -1.89, 4.28]],
  "lumo_energy_ev": [-15.06, -14.84],
  "homo_energy_ev": [-19.19, -22.09],
  "e_above_lowest_kj_mol": 100.0,
  "total_charge": 3,
  "multiplicity": 2
}

{
  "formula": "C7H17ClILaNO2P",
  "method": "wB97M-V/def2-TZVPD",
  "symbols": ["C", "I", "H", "H", "H", "La", "P", "C", "C", "H", "H", "H", "C", "H", "H", "H", "H", "H", "H", "C", "O", "Cl", "C", "C", "N", "O", "H", "H", "H", "H", "H"],
  "xyz": [[2.38, -1.56, 0.11], [2.02, 0.86, 1.34], [1.32, -1.62, -0.17], [2.52, -1.84, 1.17], [2.91, -2.32, -0.49], [-2.74, 1.35, -0.17], [-0.75, 0.42, -1.87], [0.78, 1.13, -2.57], [-0.72, -1.25, -2.61], [-3.04, 0.74, -2.80], [-1.73, 1.17, -3.94], [-2.15, 2.33, -2.66], [-2.06, 1.25, -2.90], [-1.52, -1.85, -2.17], [-0.86, -1.19, -3.69], [0.58, 1.56, -3.56], [1.56, 0.37, -2.64], [0.25, -1.72, -2.39], [1.15, 1.92, -1.90], [2.97, -0.25, -0.19], [3.75, 0.15, -1.02], [-3.75, -0.93, -0.54], [-0.95, -0.86, 3.07], [-1.17, 0.57, 2.84], [-0.82, 1.46, 3.75], [-1.75, 1.01, 1.75], [-1.23, -1.12, 4.10], [0.12, -1.11, 2.95], [-1.54, -1.46, 2.36], [-0.95, 2.45, 3.56], [-0.38, 1.16, 4.61]],
  "lumo_energy_ev": -7.35,
  "homo_energy_ev": -15.30,
  "e_above_lowest_kj_mol": 0.0,
  "total_charge": 2,
  "multiplicity": 1
}

{
  "formula": "C7H17ClN3O4P2",
  "method": "wB97M-V/def2-TZVPD",
  "symbols": ["N", "P", "N", "C", "C", "C", "C", "O", "Cl", "C", "C", "O", "O", "C", "P", "N", "O", "H", "H", "H", "H", "H", "H", "H", "H", "H", "H", "H", "H", "H", "H", "H", "H", "H"],
  "xyz": [[-0.29, -0.74, 3.87], [-0.81, 0.44, 3.06], [-0.14, 0.32, 1.37], [0.04, 1.56, 0.51], [0.63, 0.98, -0.81], [2.05, 1.47, -1.06], [2.05, 2.98, -1.23], [1.29, 3.57, -1.91], [3.28, 3.80, -0.27], [0.53, -0.56, -0.64], [0.43, -1.33, -1.98], [0.23, -0.41, -3.04], [0.81, -0.97, -4.22], [-0.64, -0.70, 0.36], [-1.13, -2.45, 0.92], [-2.46, -1.99, 1.90], [-1.85, -2.93, -0.48], [-0.96, -1.41, 4.22], [-0.24, 1.69, 3.33], [-2.16, 0.69, 2.79], [0.82, 0.03, 1.59], [0.67, 2.27, 1.03], [-0.96, 1.96, 0.33], [-0.02, 1.29, -1.61], [2.72, 1.19, -0.25], [2.44, 1.05, -2.00], [1.45, -0.90, -0.14], [1.34, -1.90, -2.17], [-0.40, -2.04, -1.96], [1.56, -0.38, -4.36], [-1.51, -0.26, -0.13], [-3.16, -2.73, 1.95], [-2.94, -1.13, 1.63], [-2.68, -2.49, -0.68]],
  "lumo_energy_ev": -2.99,
  "smiles": "N=[PH2][N@@H+]1C[C@@H](CC(=O)Cl)[C@H](COO)[C@H]1P(N)O",
  "homo_energy_ev": -13.24,
  "total_charge": 1,
  "multiplicity": 1
}

{
  "formula": "C7H17N",
  "method": "wB97M-V/def2-TZVPD",
  "symbols": ["C", "C", "C", "C", "H", "H", "H", "H", "H", "H", "H", "H", "H", "H", "C", "C", "N", "C", "H", "H", "H", "H", "H", "H", "H"],
  "xyz": [[0.19, 2.24, -0.02], [0.53, 2.10, -1.50], [0.99, 0.68, -1.82], [-0.66, 2.49, -2.36], [-0.10, 3.26, 0.22], [-0.69, 1.64, 0.22], [1.00, 1.96, 0.66], [1.37, 2.77, -1.72], [1.27, 0.56, -2.87], [0.20, -0.06, -1.63], [1.87, 0.41, -1.23], [-0.96, 3.53, -2.21], [-0.49, 2.36, -3.43], [-1.53, 1.88, -2.11], [1.52, -2.20, 0.98], [0.43, -1.65, 1.51], [-0.71, -2.33, 1.97], [-1.97, -1.71, 1.60], [1.58, -3.27, 0.82], [2.35, -1.60, 0.66], [0.33, -0.58, 1.64], [-0.69, -3.29, 1.67], [-2.82, -2.29, 1.96], [-2.06, -0.73, 2.07], [-2.08, -1.57, 0.51]],
  "lumo_energy_ev": 1.02,
  "smiles": "CC(C)C.C=CNC",
  "homo_energy_ev": -8.29,
  "e_above_lowest_kj_mol": 108.0,
  "total_charge": 0,
  "multiplicity": 1
}

{
  "formula": "C7H17N",
  "method": "wB97M-V/def2-TZVPD",
  "symbols": ["C", "C", "C", "C", "N", "C", "C", "C", "H", "H", "H", "H", "H", "H", "H", "H", "H", "H", "H", "H", "H", "H", "H", "H", "H"],
  "xyz": [[1.60, -1.67, -1.35], [0.23, -1.55, -0.60], [-0.02, -2.79, 0.27], [0.31, -0.38, 0.39], [-1.03, 0.18, 0.62], [-1.04, 1.75, 0.40], [-0.16, 2.44, 1.55], [-0.79, 2.10, -1.04], [2.48, -1.39, -0.69], [1.65, -2.71, -1.66], [1.84, -1.04, -2.30], [-0.46, -1.29, -1.41], [-0.78, -2.50, 1.04], [-0.62, -3.59, -0.33], [0.86, -3.23, 0.56], [1.01, 0.48, 0.04], [0.81, -0.78, 1.29], [-1.53, -0.04, 1.45], [-2.03, 1.83, 0.85], [0.50, 1.67, 2.00], [-0.80, 2.88, 2.33], [0.37, 3.24, 1.12], [-0.33, 1.34, -1.69], [-1.76, 2.03, -1.54], [-0.31, 3.01, -1.32]],
  "lumo_energy_ev": 1.08,
  "smiles": "CC(C)CNC(C)C",
  "homo_energy_ev": -8.46,
  "e_above_lowest_kj_mol": 220.7,
  "total_charge": 0,
  "multiplicity": 1
}

{
  "formula": "C7H17N2",
  "method": "wB97M-V/def2-TZVPD",
  "symbols": ["C", "C", "C", "C", "C", "C", "C", "N", "N", "H", "H", "H", "H", "H", "H", "H", "H", "H", "H", "H", "H", "H", "H", "H", "H", "H"],
  "xyz": [[1.20, 1.21, -0.64], [-1.71, -0.01, -1.55], [-0.46, 0.99, 1.56], [1.63, -0.66, 1.31], [0.05, -2.10, -0.60], [-1.85, -0.62, -0.16], [0.29, -0.17, 0.86], [1.52, 2.43, -0.57], [-0.47, -1.04, 0.23], [1.85, 0.66, -1.45], [-1.00, 0.70, -1.47], [-1.46, -0.68, -2.27], [-2.76, 0.45, -1.87], [-0.88, 0.56, 2.39], [0.25, 1.75, 2.05], [-1.01, 1.47, 0.86], [1.38, -1.24, 2.32], [2.11, -1.09, 0.54], [2.20, 0.32, 1.53], [-0.71, -2.64, -1.12], [0.67, -1.90, -1.47], [0.72, -2.69, 0.11], [-2.37, -1.68, -0.25], [-2.36, 0.12, 0.59], [2.06, 2.99, -1.19], [1.14, 2.84, 0.27]],
  "lumo_energy_ev": -3.18,
  "homo_energy_ev": -12.81,
  "e_above_lowest_kj_mol": 397.2,
  "total_charge": 1,
  "multiplicity": 1
}